61
Properties=species:S:1:pos:R:3 method="wB97M-V/def2-TZVPD" e_above_lowest_kj_mol=79.8 gap_ev=6.2 charge=+1 total_energy_ha=-2273.35938 e_lumo_ev=-5.2
Au -0.168 -0.198 -0.883
C -1.584 -0.050 4.762
Si -1.908 -1.842 4.195
C -3.306 -2.617 5.221
C -0.338 -2.923 4.273
C -2.498 -1.794 2.373
C -3.719 -2.308 1.953
C -4.089 -2.267 0.615
C -3.213 -1.702 -0.299
N -2.050 -1.200 0.072
C -1.699 -1.242 1.364
S -0.149 -0.553 1.646
H -1.344 -0.020 5.820
H -2.456 0.578 4.610
H -0.755 0.398 4.224
H -3.021 -2.660 6.266
H -3.530 -3.633 4.910
H -4.224 -2.041 5.162
H -0.007 -3.043 5.299
H 0.480 -2.483 3.712
H -0.519 -3.917 3.874
H -4.392 -2.748 2.673
H -5.035 -2.668 0.285
H -3.436 -1.647 -1.355
C 4.776 1.375 -0.333
Si 3.015 0.776 0.089
C 3.253 -1.022 0.722
C 2.302 1.944 1.408
C 1.811 0.576 -1.399
Si 1.645 2.148 -2.490
C 3.214 3.185 -2.807
C 0.379 3.290 -1.638
C 1.075 1.493 -4.206
H 5.433 1.229 0.520
H 4.799 2.430 -0.578
H 5.200 0.829 -1.169
H 3.861 -0.996 1.619
H 3.756 -1.636 -0.016
H 2.304 -1.483 0.966
H 2.815 1.792 2.353
H 1.247 1.767 1.583
H 2.422 2.987 1.135
H 2.192 -0.232 -2.021
H 3.561 3.679 -1.905
H 3.000 3.961 -3.538
H 4.030 2.585 -3.198
H 0.825 3.768 -0.773
H -0.500 2.752 -1.297
H 0.055 4.078 -2.311
H 1.857 1.619 -4.947
H 0.203 2.039 -4.547
H 0.832 0.437 -4.168
N -2.346 0.288 -4.746
C -1.827 -0.957 -4.957
C -1.183 -1.289 -3.803
N -1.298 -0.266 -2.914
C -2.001 0.669 -3.505
H -2.885 0.822 -5.409
H -1.941 -1.480 -5.882
H -0.651 -2.182 -3.545
H -2.268 1.609 -3.068